6 unconnected molecules or ions with the total composition C35H75Cl2F3N7O9P in a non-equilibrium geometry. Source: the Open Molecules 2025 dataset; level of theory: the ωB97M-V functional and the def2-TZVPD basis.

XYZ file:
```
132
Properties=species:S:1:pos:R:3:forces:R:3
N -4.7633 0.1898 2.5228 -0.2 -0.2 -0.1
Cl 0.2716 -1.7854 -6.1685 -0.2 -0.1 0.0
C 0.9028 7.0640 1.2514 0.1 0.1 0.2
H -1.1920 5.1455 0.3910 0.2 0.2 0.2
C 1.9066 -6.5293 -3.3403 -0.1 0.0 0.3
H 5.3487 2.2149 4.1060 0.0 0.0 0.0
H 1.8404 4.8035 2.3258 -0.2 -0.2 0.0
H 5.4687 5.3268 3.0967 0.0 0.0 0.1
H -4.9251 -5.0022 1.3123 0.0 0.0 0.0
H -4.3404 -4.1222 -0.6054 -0.1 0.0 0.0
C 2.6465 -7.2558 -4.4364 -0.1 -0.1 0.0
C -1.2286 5.6437 1.3609 0.1 0.1 0.1
N -2.4468 -5.2325 2.1560 0.1 0.1 0.0
H -5.4217 -3.6123 2.2873 0.0 0.0 0.0
C 4.5623 -1.2578 -0.2650 -1.5 -0.4 -0.2
H -7.0052 2.5879 3.3701 0.0 0.0 0.0
H -4.2673 -0.0666 1.6724 0.2 0.3 0.1
C -2.7852 3.0475 -0.1291 -0.1 0.0 -0.1
H 1.0593 7.1475 -2.0021 0.0 0.0 0.0
C -1.4113 2.1417 -2.9510 0.0 -0.1 0.0
H -3.1543 -3.7897 3.4703 0.0 0.1 0.0
H -5.4557 2.2930 4.1655 0.0 0.0 0.0
O 2.2473 -0.3285 -5.4047 0.6 0.4 -0.2
H -2.4419 -5.3974 1.1525 -0.1 -0.1 0.0
H -3.3990 2.7301 -0.9735 0.0 -0.1 0.0
C 0.1718 5.8887 1.9144 -0.1 -0.1 -0.1
H -2.5632 0.3568 -0.5990 0.0 0.0 0.0
H 3.7156 -7.1908 -4.2436 0.1 0.1 -0.1
C -1.7375 2.0017 0.2351 -0.1 0.0 0.0
H -1.0649 3.1779 -2.8916 0.0 0.0 0.0
H 0.0662 6.1532 2.9717 0.0 0.1 0.0
H 0.5127 -2.0561 0.3498 0.0 0.0 0.0
C -4.7594 -4.4800 2.2549 -0.1 0.0 0.1
C 1.5132 -1.1627 -5.0293 -0.2 -0.1 0.0
O 3.5346 4.6486 3.4005 0.1 0.1 0.1
C 4.7081 4.7015 2.6113 0.0 0.1 -0.2
H -2.3189 4.0011 -0.3848 -0.2 -0.3 -0.1
P 0.9138 -3.3655 -1.6390 -1.1 -0.6 -0.7
H -4.6562 -2.4186 -0.1757 0.0 0.0 0.0
H 6.6953 3.3426 3.8968 0.0 0.0 0.0
H -0.1285 2.9751 -0.8851 -0.1 0.0 0.0
H 4.6371 4.9354 5.1391 0.0 0.0 0.0
H 3.5096 2.3651 2.4038 0.0 -0.1 0.0
H -1.3401 2.2619 1.2207 0.1 0.0 0.0
C 3.5745 -2.3801 -2.3898 -0.2 0.2 -0.3
H 3.7551 3.3863 5.0430 0.1 0.0 0.0
C 4.5473 -1.5663 -3.3066 0.0 0.0 0.0
H 1.0012 -4.7917 0.2492 -0.1 -0.1 -0.1
H 1.4930 -0.7814 -2.9901 0.0 0.1 0.0
C -6.6696 1.0243 1.1574 0.1 0.1 -0.2
C 5.2844 3.3341 2.2380 0.0 -0.2 0.2
H -0.2266 7.7119 -0.9165 0.0 0.0 0.0
C -3.9096 -3.1192 -0.5632 0.1 0.0 -0.1
H -0.0476 5.9755 -1.2755 -0.1 0.0 0.0
H -0.7583 -1.8775 -0.8392 0.0 0.2 -0.1
C 3.7226 4.4480 4.7900 -0.1 0.0 0.0
N 0.9490 4.6496 1.8518 0.1 0.2 0.0
C -8.4800 -0.1190 2.2248 0.0 -0.1 0.0
O 1.6102 -7.1016 -2.3319 -0.1 0.0 0.1
C -3.2995 -4.0707 2.4229 -0.1 -0.2 -0.2
H 4.4667 -1.0516 2.2318 -1.8 -0.3 0.4
H 2.3798 -8.3060 -4.3489 0.0 0.0 0.0
H 2.4276 -6.8956 -5.4367 0.1 0.1 0.0
H 3.8337 2.8047 0.8949 0.1 0.0 0.0
H -4.9984 2.1301 1.8409 0.0 0.0 -0.1
N 1.4378 -5.1588 -3.5106 0.8 -0.3 -1.0
Cl 2.7530 -4.0588 -5.6071 0.0 0.3 0.1
H 0.2894 -1.9514 -3.5439 -0.1 0.1 0.1
H -1.7907 4.9982 2.0357 0.0 -0.1 0.0
H 4.4083 5.2123 1.6915 0.0 0.0 0.0
N 4.2678 2.4149 1.7271 -0.2 0.2 -0.1
F 4.2940 -0.2470 -3.2458 -0.1 -0.1 -0.1
C 0.3208 -1.8789 -0.7124 0.4 -0.1 0.5
H -8.9819 0.8517 2.1641 0.0 0.0 0.0
C -5.6293 1.3330 2.2416 -0.1 -0.1 0.2
H 0.2457 1.3715 -0.2502 0.0 0.0 0.0
O 5.1892 -4.0526 -1.5491 0.1 0.2 0.0
C 4.1638 -0.8253 1.2104 2.7 0.9 -0.7
H 5.4088 -0.7133 -0.6834 -0.1 0.3 -0.1
F 4.5112 -1.9227 -4.5897 -0.1 -0.1 -0.1
O 4.8868 -2.1494 0.6503 1.0 0.1 0.4
H 6.6439 1.8322 2.9848 0.0 0.0 0.0
H 2.4621 -3.8079 0.2699 0.0 0.0 0.0
H -6.1395 0.9061 0.2082 0.0 0.0 0.0
H 0.4392 -5.8143 -5.2883 0.1 0.2 -0.2
H -1.1312 1.7344 -3.9222 0.0 0.0 0.0
H 2.9833 -0.5332 -1.4323 -0.2 -0.1 0.0
H -3.6199 -2.0257 1.7345 0.0 -0.1 0.0
H 1.7749 7.3070 1.8641 0.0 0.0 0.0
C 4.2682 -3.7459 -2.2487 0.0 0.0 0.1
H 0.2653 7.9584 1.2213 0.0 0.0 0.0
H -0.5563 -5.6124 -3.8495 0.0 0.0 0.0
H -8.1819 -0.3046 3.2599 0.0 0.1 0.0
O 1.4183 6.7923 -0.0388 -0.1 0.0 0.0
H -6.6698 1.0268 4.1314 0.0 0.0 0.0
H 2.8688 4.8915 5.3010 0.0 0.0 0.0
C 0.4941 6.9094 -1.1013 0.1 0.0 0.0
C 2.1907 -2.8099 -3.0038 -0.3 0.5 0.4
H 0.7645 -0.9153 -0.9468 -0.2 0.0 -0.2
H -0.0099 -4.1848 -4.7029 0.1 0.0 -0.1
O -7.3803 -0.1854 1.3393 0.0 0.0 0.0
H -5.3713 -0.6009 2.7274 0.0 0.0 0.1
H -1.7832 6.5773 1.2448 0.0 0.0 0.0
O -2.7235 -3.0884 0.2089 0.0 0.0 0.0
C 0.2794 -5.1885 -4.4088 -0.5 0.0 0.7
N -2.3646 0.6777 0.3469 0.1 0.0 -0.2
C 1.7804 -4.3610 -0.3794 0.6 0.3 0.2
H 2.3478 -5.1747 -0.8269 -0.2 -0.1 -0.1
C -0.5396 1.9692 -0.7222 0.1 0.0 0.2
C -6.2315 1.8382 3.5499 0.0 0.1 0.0
C 6.0346 2.6466 3.3765 0.1 0.0 0.0
H 4.3294 -5.1438 -3.7411 0.0 -0.3 0.3
H -3.4536 3.2186 0.7131 0.0 0.0 0.0
H -7.3726 1.8605 1.0372 0.0 0.0 0.1
H 6.0025 3.5159 1.4325 0.0 0.0 0.0
C 2.4631 -4.1764 -3.7804 0.2 0.1 0.5
H -9.1844 -0.8962 1.9295 0.0 0.0 0.0
H 1.1948 4.4977 0.8762 0.0 0.0 0.0
C -2.9037 -2.8457 1.5924 0.1 0.2 0.1
C 3.3616 -1.5100 -1.1371 0.6 -0.4 0.3
F 5.8297 -1.7218 -2.9107 -0.2 0.1 0.1
H -1.6714 0.0177 0.6912 -0.1 0.0 0.1
O -0.7985 1.3373 -1.9607 0.1 0.0 -0.1
H -2.5013 2.1208 -2.8744 0.0 0.1 0.0
H -3.6433 -2.8262 -1.5793 0.0 0.0 0.0
H -5.0504 -5.1593 3.0554 0.0 0.0 0.0
H 2.6863 -1.9619 -0.4269 -0.2 -0.1 -0.3
N 3.6925 -4.6047 -3.1724 -0.1 0.1 -0.4
H -1.4826 -5.0076 2.3837 0.0 0.0 0.1
C 1.3365 -1.6579 -3.6153 0.2 -0.6 -0.2
H 4.9294 -0.0006 1.1496 0.2 -0.4 0.4
H -1.9329 -2.4898 1.9514 0.0 0.0 0.0
```
Forces are in eV/Å.

Summary:
SMILES: CC(=O)N(C)[C@]1(Cl)NC(=O)[C@@](C[C@H]2CO2)(C(F)(F)F)[C@]1(CC(=O)Cl)P(C)C.COC[C@@H](C)N.COC[C@@H](C)N.COC[C@@H](C)N.COC[C@@H](C)N.COC[C@@H](C)N
E_tot (eV): -108848.994
E_HOMO (eV): -7.98
Total charge: 0
Orbital gap (eV): 8.386

Mulliken atomic charge list, values in e, 6 entries: N -0.52; Cl -0.21; C -0.81; H -0.43; C 0.44; H 0.32